Entry from the Open Molecules 2025 dataset: a cluster of 12 separate species, C33H71N5O31 in total (ωB97M-V/def2-TZVPD).

XYZ file:
```
140
Properties=species:S:1:pos:R:3:forces:R:3:mulliken_charge:R:1
O 0.3101 5.1150 4.8202 -0.593 -0.543 -0.841 -0.310
O 4.2466 4.3505 1.5439 1.070 0.450 1.977 -0.653
O 2.1624 -1.2297 -5.7756 0.446 0.032 0.748 -0.519
O -0.7294 2.5142 -5.1001 0.000 0.177 0.632 -0.591
O -0.6249 0.5144 4.4686 -1.939 0.755 0.505 -0.617
O -1.3896 -1.2394 2.6163 1.600 -0.277 -1.044 -0.356
O -2.5722 -1.9673 4.2414 0.256 -0.565 0.670 -0.628
O 0.4198 3.9642 -0.8518 -0.369 0.796 -1.036 -0.357
O 3.9213 -0.5920 -4.4364 -0.837 -0.452 -0.387 -0.309
O -3.0802 -4.9025 0.5585 0.801 0.156 0.195 -0.453
O -7.1700 1.2016 0.4583 0.202 -0.884 -0.112 -0.603
O -1.7131 6.1596 5.0428 0.739 -0.278 -0.133 -0.583
O 3.6269 4.8757 -0.4067 -0.107 1.187 -1.464 -0.706
O 0.7716 -0.1498 0.4934 -0.814 -1.018 -0.796 0.596
O 4.3088 -1.5685 -6.4182 -0.629 0.398 1.490 -0.347
O 1.1411 1.4236 3.6681 -0.014 -0.092 -0.028 -0.491
O -4.9691 1.3650 0.6750 0.723 0.174 0.376 -0.057
O 5.6500 0.4721 2.9004 0.768 0.050 0.722 -0.191
O 1.1865 2.7137 -3.9122 -0.684 -0.957 1.360 0.141
O -4.6952 -6.0451 1.3165 -0.528 -0.195 0.414 -0.561
O -0.9706 -1.2527 -0.5207 1.144 0.914 0.052 0.361
O -0.5634 4.7590 -2.6170 -0.096 -0.261 -0.251 -0.519
O -0.4645 1.4933 -3.1050 1.059 -0.466 1.337 0.574
O -0.2761 -9.5966 -2.5374 -0.991 1.364 -0.347 -0.342
O 5.4627 -0.9467 4.6375 0.490 -0.393 1.116 -0.563
O -1.1592 -8.2980 -0.8751 0.081 -0.133 -1.621 -0.615
O -1.2711 -7.6747 -3.0711 0.208 0.095 0.086 -0.281
O 0.9367 -2.3230 0.0147 -0.308 0.890 -0.194 -0.670
O -5.8121 -0.6322 0.4433 0.988 0.286 0.233 -0.104
O 0.0303 6.5419 6.4525 -0.355 0.165 -0.813 -0.358
O 4.2543 -1.2774 2.8005 1.590 -0.787 2.461 -0.448
N 3.7329 4.1071 0.5042 -0.840 -1.369 -0.819 1.298
N -3.5092 -5.8396 1.1998 -1.172 -0.039 -0.933 0.866
N -2.3645 -1.2495 3.2985 -1.993 0.503 0.172 0.925
N 0.5208 0.4971 4.1639 1.746 -0.436 -0.051 0.940
N 0.1846 4.8471 -1.6815 0.763 0.737 1.218 0.836
C 3.7637 -0.7318 1.6477 -1.472 0.949 -1.265 -0.221
C 2.9725 -0.4878 -3.3137 0.214 0.716 0.000 0.025
C 0.2806 -1.3027 -0.0290 0.646 -1.250 0.523 0.097
C -1.6118 -0.1926 -4.4844 -0.042 -0.710 0.287 -1.314
C 0.8198 6.2325 -1.4153 -0.515 -0.797 0.327 -0.847
C -0.9456 -8.4866 -2.0670 0.571 -0.775 1.420 0.726
C -3.4725 -0.3149 2.9565 -0.081 0.471 -0.913 -0.674
C 0.0209 -10.6243 -1.6077 -0.861 -1.355 0.795 -0.646
C -1.8554 -5.4151 -3.8924 0.678 -0.855 -0.348 -1.357
C -0.1514 0.9307 0.5799 -0.141 0.769 -0.096 0.891
C 3.7869 -2.4401 -7.4465 0.606 1.517 -0.213 -0.626
C 1.2304 -0.7886 4.3908 0.400 0.471 -1.085 -0.755
C -1.8169 -6.3664 -2.7085 0.689 0.716 0.412 0.051
C 1.0396 4.5029 2.5895 -0.112 0.083 -0.692 -0.131
C -2.5807 -6.8451 1.7610 -1.036 0.225 -1.080 -0.577
C -1.6152 -2.4972 -0.7989 -1.116 -0.217 0.534 -0.801
C -0.5681 5.9397 5.3752 -0.016 0.579 1.018 0.761
C 6.5466 1.2744 3.7700 -0.996 0.301 -0.788 -0.302
C 3.6950 0.1499 -2.1229 0.913 -0.768 -0.404 -0.649
C -5.2170 2.7624 0.9754 1.122 0.035 -1.316 -0.472
C -6.0758 0.6769 0.5076 -1.699 -0.210 -0.027 0.529
C -6.8958 -1.5511 0.1172 1.955 1.769 -0.746 -0.861
C 3.1328 2.7622 0.3215 -0.004 -0.414 0.187 -0.154
C -0.1368 4.5012 3.5379 0.355 0.415 0.313 -0.463
C 6.8838 2.4948 2.9243 0.010 -0.340 0.615 -0.837
C 3.3402 -1.1333 -5.5264 0.869 -0.217 -1.407 0.668
C 5.1907 -0.5963 3.5408 -1.712 -0.376 -1.669 0.591
C 1.7695 3.4633 -4.9785 -1.626 0.128 0.129 -0.924
C -1.6732 0.7521 -3.2634 -0.972 0.423 -2.264 0.160
C -3.8875 3.4827 0.9749 0.156 -0.863 0.335 -0.957
C -0.1015 2.2790 -4.0943 1.108 0.445 -1.734 0.076
C -0.8062 7.5921 7.0002 -0.765 -0.890 -0.390 -0.621
C -3.0801 -2.1372 -0.9488 -0.173 0.148 0.508 -1.082
H 0.2652 1.6308 1.3008 0.031 -0.002 -0.030 -0.468
H -1.2299 -5.9152 -1.8984 0.093 -0.399 -0.130 0.253
H -3.2040 3.2508 1.8124 -0.353 -0.668 -0.382 0.181
H -1.9638 -6.2461 2.3751 1.059 -0.116 0.845 0.292
H 6.0121 2.9735 2.4793 -0.198 -0.436 -0.006 0.007
H 2.1733 -0.6067 4.8661 0.460 0.170 0.116 0.318
H 3.1985 0.1886 1.9157 0.076 -0.553 -0.572 -0.111
H 4.0329 1.1770 -2.3168 -0.408 -0.219 -0.132 0.385
H 1.5149 6.0896 -0.5845 -0.186 0.211 -0.320 0.249
H 7.4058 0.6534 4.0894 -0.506 0.443 -0.254 0.332
H -3.2049 -7.6080 2.1868 0.019 -0.034 0.760 0.294
H -4.1566 4.4853 1.2445 0.181 1.041 -0.827 0.474
H -1.7793 7.1127 7.1864 0.293 0.530 0.475 0.274
H -1.9655 0.1985 -2.3734 0.781 0.305 0.215 -0.382
H -1.3192 -2.9941 -1.7102 0.846 0.223 -0.392 0.214
H 0.7103 -10.3062 -0.8289 0.117 0.068 -0.177 0.280
H 4.5491 -0.4930 0.9645 0.601 0.387 -0.572 0.547
H -0.0247 6.8848 -1.1847 0.088 -0.189 0.240 0.307
H 0.5963 -1.4170 4.9459 -0.749 -0.638 0.733 0.334
H 5.9289 1.5610 4.6284 0.365 -0.176 0.012 0.314
H -3.3949 3.2646 0.0150 0.053 0.853 0.337 0.202
H 1.2774 6.6410 -2.3071 0.176 -0.436 -0.224 0.295
H 3.0987 2.3321 1.3133 -0.055 -0.261 -0.011 0.035
H -6.5180 -2.5145 0.3482 0.087 -0.826 0.392 0.205
H 4.6569 -2.8274 -7.9806 -0.180 -0.002 0.214 0.218
H 2.1188 0.1173 -3.6129 0.034 0.040 -0.142 -0.025
H -0.9919 8.3643 6.2641 0.157 0.142 -0.267 0.282
H -1.4383 -3.1897 0.0262 -0.039 0.159 -0.065 0.553
H 0.7234 4.4447 1.5291 -0.240 0.024 0.531 -0.036
H -0.3412 8.0414 7.8706 0.176 -0.444 0.076 0.229
H -3.3160 0.1445 1.9699 0.321 -0.152 0.540 -0.009
H 1.3600 -1.2008 3.3956 0.238 -0.110 -0.103 0.163
H -0.8465 -5.1009 -4.1486 0.099 0.050 -0.105 0.337
H 1.6129 5.4384 2.6725 0.064 -0.501 0.179 0.508
H -3.2418 -1.4193 -1.7582 0.023 -0.313 -0.116 0.378
H -0.9791 5.0707 3.1966 -0.264 0.475 -0.235 0.489
H -3.4709 -1.6547 -0.0505 0.136 -0.050 0.068 -0.098
H -5.6442 2.8686 1.9311 -0.982 -0.189 1.119 0.363
H -3.6656 -3.0425 -1.0832 -0.066 -0.025 -0.268 0.594
H -0.8731 -11.0572 -1.1133 0.063 0.918 -0.067 0.290
H 4.6123 -0.4287 -1.9298 -0.194 0.115 -0.034 0.337
H 2.1521 2.9018 -0.1085 -0.156 0.051 -0.027 -0.258
H 3.1275 -1.4828 1.1497 0.019 0.408 0.444 0.168
H -2.1294 -7.2692 0.8834 0.869 -0.055 -0.226 0.156
H 2.6172 -1.4978 -3.1401 -0.002 -0.095 0.408 0.409
H -1.2956 0.2307 -5.4527 0.176 0.124 0.831 0.397
H -2.6064 -0.5957 -4.7030 -0.080 0.079 0.343 0.438
H -4.3820 -0.8900 2.8775 -0.187 -0.247 0.290 0.405
H -2.4183 1.5156 -3.4541 -0.513 0.000 0.029 0.400
H 3.1232 0.0970 -1.1953 -0.339 0.066 -0.255 -0.162
H -5.8851 3.1603 0.1941 0.270 -0.099 0.473 0.356
H -3.5474 0.4318 3.7402 0.081 -0.045 0.087 0.347
H 7.5720 2.1849 2.1405 0.230 0.461 0.033 0.313
H 2.7292 3.8368 -4.6547 0.328 -0.420 0.045 0.204
H -0.9929 -1.0640 -4.2160 0.029 0.287 -0.323 0.269
H 0.3592 -11.5371 -2.1257 0.496 0.946 -0.336 0.256
H 1.1065 4.3184 -5.1023 0.132 0.152 -0.601 0.325
H 3.1719 -1.8383 -8.1170 -0.067 -0.261 -0.064 0.264
H -2.2601 -5.9470 -4.7542 -0.171 0.233 -0.062 0.419
H -0.4915 3.4860 3.6783 0.098 -0.138 0.582 0.101
H -6.9856 -1.4213 -0.9460 -0.815 -0.306 -0.440 0.303
H 3.2086 -3.1920 -6.9759 -0.551 -0.909 0.170 0.315
H -7.6878 -1.1907 0.6900 -1.854 -0.102 0.587 0.431
H 7.2550 3.2563 3.6083 0.677 0.012 -0.234 0.396
H 3.7240 2.1537 -0.3663 0.154 0.370 0.220 0.417
H -2.4353 -4.5155 -3.6855 -0.133 -0.222 0.166 0.338
H -2.8020 -6.4671 -2.3288 -0.981 -0.586 0.398 0.269
H 1.6199 3.5943 2.7507 0.431 0.421 0.222 -0.122
H 1.7523 2.8171 -5.8551 0.435 0.393 -0.205 0.286
H -0.2842 1.4190 -0.3845 0.137 0.017 -0.069 -0.082
H -1.1080 0.5764 0.9245 -0.282 -0.059 0.237 -0.374
```
Positions in Å, forces in eV/Å.

DFT total energy (Ha): -3905.77204
SMILES: C[N+](=O)[O-].C[N+](=O)[O-].C[N+](=O)[O-].C[N+](=O)[O-].C[N+](=O)[O-].CCOC(=O)OC.CCOC(=O)OC.CCOC(=O)OC.CCOC(=O)OC.CCOC(=O)OC.CCOC(=O)OC.CCOC(=O)OC
Multiplicity: 1
LUMO level (eV): -0.07